[1]
2 unconnected molecules or ions with the total composition C5H8FN at a distorted geometry, computed with wB97M-V/def2-TZVPD.

Summary:
Frontier orbital gap (alpha / beta) = 9.3 / 9.4 eV
Total energy = -9516.758 eV
Lowest unoccupied orbital energy (alpha / beta) = 0.005 / 0.005 hartree
Energy above the lowest of the compared OMol25 structures with the same formula, charge and spin = 485.4 kJ/mol
Charge = 0

```
15
Properties=species:S:1:pos:R:3:forces:R:3:nbo_charge:R:1
C 3.3840 -0.8189 -0.6498 -1.563 -1.583 -0.300 -0.63
C 2.5916 -0.3619 0.2870 -0.743 -0.131 0.218 0.52
C -0.5287 -0.2645 0.4640 -0.707 1.762 0.607 0.18
C -1.9670 -0.5416 0.8218 0.315 0.906 -1.238 -0.66
C -0.2908 1.1318 -0.0630 -0.294 -2.114 -0.960 -0.64
N 0.3287 -1.0698 0.8271 2.077 -1.154 -0.118 -0.24
F 2.8790 0.6423 1.0938 -0.226 0.133 0.020 -0.34
H 4.2897 -0.4092 -0.9351 1.805 1.261 0.045 0.22
H 3.1800 -1.7054 -1.2438 -0.633 0.154 0.302 0.23
H -2.7273 -0.4556 0.1002 -0.320 0.667 -2.206 0.23
H -2.3931 0.0822 1.5319 0.051 1.684 1.833 0.23
H -2.2215 -1.4659 1.1282 0.251 -3.578 1.437 0.23
H -0.5048 1.0964 -1.1044 0.087 0.128 -1.115 0.23
H 0.6105 1.6021 0.1327 2.121 0.202 0.280 0.23
H -1.0000 1.7463 0.3343 -2.221 1.663 1.196 0.21
```
Positions in Å, forces in eV/Å.

[2]
11 unconnected molecules or ions with the total composition C51H125N11O5 at a distorted geometry, computed with wB97M-V/def2-TZVPD.

Summary:
Frontier orbital gap = 8.2 eV
Total energy = -81537.791 eV
Lowest unoccupied orbital energy = 0.005 hartree
SMILES = CCN(CC)CC.CCN(CC)CC.CCN(CC)CC.CCN(CC)CC.CCN(CC)CC.CCN(CC)CC.CN(C)C=O.CN(C)C=O.CN(C)C=O.CN(C)C=O.CN(C)C=O
Energy above the lowest of the compared OMol25 structures with the same formula, charge and spin = 737.6 kJ/mol
Charge = 0

```
192
Properties=species:S:1:pos:R:3:forces:R:3:lowdin_charge:R:1
C -3.4111 -6.6182 1.4398 -0.482 1.006 0.913 -0.08
C -2.5905 -6.2258 0.2474 0.928 -0.444 -1.039 -0.26
N -1.8953 -4.9247 0.3045 0.098 -0.022 0.692 -0.18
C -2.8092 -3.7771 0.4673 0.440 -0.886 -0.523 -0.25
C -3.8903 -3.7102 -0.5988 -0.186 -0.031 0.582 -0.07
C -0.9987 -4.6820 -0.8218 0.981 -1.869 -0.517 -0.24
C 0.2765 -5.6403 -0.8980 -0.834 1.233 0.612 -0.06
H -3.9837 -5.7348 1.7224 -0.221 0.008 0.253 0.06
H -2.8404 -6.8858 2.3290 0.173 -0.123 -0.130 0.07
H -4.1764 -7.3718 1.2541 0.363 -0.212 -0.283 0.08
H -1.8327 -6.9825 0.0441 0.150 -0.014 0.200 0.10
H -3.2315 -6.3121 -0.6299 -0.252 0.309 -0.395 0.10
H -3.2703 -3.8453 1.4526 0.075 0.303 0.046 0.10
H -2.1822 -2.8895 0.3829 -0.111 0.121 0.389 0.09
H -3.4738 -3.6568 -1.6047 -0.124 0.352 0.012 0.06
H -4.5199 -4.5990 -0.5569 -0.147 0.084 0.003 0.07
H -4.4921 -2.8479 -0.3118 -0.228 0.100 -0.633 0.08
H -0.5776 -3.6783 -0.7644 -0.345 0.109 0.029 0.09
H -1.5288 -4.8028 -1.7665 -0.207 0.214 -0.335 0.08
H 0.0898 -6.6977 -0.7102 -0.113 0.166 0.142 0.06
H 0.9423 -5.2081 -0.1510 0.301 -0.551 0.149 0.05
H 0.7987 -5.5688 -1.8521 -0.256 0.180 -0.147 0.06
C 4.1040 -1.8669 8.1426 -1.322 -0.146 -0.173 -0.08
C 3.8086 -1.3376 6.7419 1.424 0.612 0.296 -0.26
N 4.6557 -1.9984 5.7501 -0.076 1.274 0.732 -0.18
C 4.2451 -3.3507 5.5711 -1.230 -0.404 -0.276 -0.32
C 5.3698 -4.2973 5.3798 0.693 -0.934 0.043 -0.09
C 4.5357 -1.2588 4.5169 0.302 0.599 -1.145 -0.27
C 5.2713 -1.8601 3.3325 -0.129 -0.475 0.015 -0.07
H 3.5546 -2.7983 8.2799 0.399 -0.234 0.344 0.06
H 3.7096 -1.1692 8.8813 0.027 0.001 0.081 0.07
H 5.1765 -1.9779 8.3024 -0.124 -0.113 -0.149 0.08
H 2.7932 -1.3407 6.3457 -0.663 -0.295 0.645 0.11
H 4.0773 -0.2841 6.8196 0.178 0.195 -0.585 0.11
H 3.6270 -3.7821 6.3584 0.054 0.712 0.571 0.10
H 3.5406 -3.4037 4.7411 -0.142 -0.001 -0.587 0.10
H 6.3506 -3.8244 5.3302 -0.196 0.151 -0.323 0.08
H 5.4008 -4.9113 6.2798 0.247 -0.532 -0.304 0.07
H 5.1538 -4.8706 4.4782 0.536 -0.454 0.165 0.07
H 4.9647 -0.2600 4.5970 -0.047 0.111 0.565 0.12
H 3.4904 -1.0885 4.2589 -0.551 -0.106 -0.102 0.10
H 6.3089 -1.9383 3.6571 0.184 -0.140 -0.551 0.08
H 5.1481 -1.2796 2.4182 0.244 0.540 0.277 0.06
H 4.8954 -2.8324 3.0143 0.098 -0.311 0.392 0.06
C 4.3031 8.2697 0.9460 -0.724 -1.148 0.219 -0.09
C 3.9833 7.0308 0.0764 0.063 2.052 0.038 -0.29
N 3.0462 6.1144 0.6902 0.533 -0.208 0.198 -0.16
C 1.6842 6.6663 0.8791 0.544 -0.300 -0.005 -0.23
C 0.9069 5.7672 1.7641 -0.321 -1.656 1.117 -0.11
C 3.1757 4.7773 0.0913 0.000 -0.196 -0.643 -0.24
C 2.9763 4.6873 -1.4354 -0.528 0.993 0.661 -0.08
H 4.5460 7.8497 1.9220 0.316 0.509 0.225 0.07
H 3.3971 8.8690 1.0361 0.233 0.256 0.090 0.06
H 5.1146 8.8462 0.5019 -0.061 0.006 0.181 0.07
H 3.5911 7.4979 -0.8269 -0.193 -0.384 -0.716 0.11
H 4.9675 6.6328 -0.1707 -0.288 -0.865 0.043 0.11
H 1.6462 7.5808 1.4711 0.847 0.507 -0.741 0.12
H 1.2011 6.7878 -0.0904 -0.310 0.429 -0.097 0.12
H 0.7343 4.8117 1.2689 -0.636 -0.074 0.165 0.06
H 1.4703 5.5146 2.6623 0.665 -0.011 -0.145 0.07
H 0.0180 6.1661 2.2528 -0.398 0.215 -0.886 0.08
H 2.4677 4.0541 0.4961 0.210 0.156 0.623 0.09
H 4.1999 4.4424 0.2552 -0.025 -0.147 0.582 0.11
H 3.7480 5.2902 -1.9140 -0.095 -0.230 -0.389 0.07
H 2.0047 5.1550 -1.5945 -0.110 0.017 -0.571 0.05
H 2.9315 3.6635 -1.8068 0.258 0.009 0.043 0.05
C -0.7855 -2.6383 -3.7196 0.190 -0.008 -0.992 -0.07
C -0.8127 -2.8818 -5.2670 0.569 -0.070 1.424 -0.22
N -0.7550 -4.2985 -5.6019 0.483 0.344 -0.406 -0.19
C -0.5821 -4.5440 -7.0310 -0.569 -0.633 -0.303 -0.27
C 0.7348 -4.1248 -7.6363 1.356 0.122 1.299 -0.09
C -1.7481 -5.2055 -5.0697 0.242 0.138 0.894 -0.27
C -1.1672 -6.5939 -4.7726 -0.631 0.450 -0.427 -0.07
H -1.7448 -2.7878 -3.2241 0.012 -0.035 -0.065 0.05
H -0.4493 -1.6193 -3.5279 -0.206 0.119 -0.019 0.05
H -0.0332 -3.2872 -3.2713 -0.087 -0.173 0.016 0.07
H -1.6032 -2.2880 -5.7259 -0.629 -0.189 -0.177 0.11
H 0.1047 -2.4266 -5.6400 0.135 -0.106 -0.142 0.10
H -1.4331 -4.1725 -7.6018 -0.284 0.650 -0.176 0.11
H -0.7170 -5.6144 -7.1866 0.361 -0.166 0.144 0.10
H 1.4988 -4.2911 -6.8769 0.075 -0.291 0.444 0.07
H 0.8864 -3.0549 -7.7793 -0.493 -0.025 -0.750 0.07
H 1.1236 -4.7614 -8.4311 -0.620 0.386 -0.493 0.07
H -2.1308 -4.8675 -4.1068 0.017 0.477 -0.026 0.09
H -2.6254 -5.2697 -5.7134 -0.201 -0.141 -0.337 0.11
H -0.5061 -6.9046 -5.5816 -0.093 -0.274 0.118 0.07
H -0.6284 -6.6163 -3.8254 0.034 0.069 -0.082 0.06
H -2.0546 -7.2237 -4.7090 0.321 -0.581 0.062 0.07
C -3.5797 1.4293 -2.4914 -0.397 -0.536 -0.070 -0.06
C -4.6825 0.3458 -2.8525 1.419 1.161 1.076 -0.25
N -5.7861 0.7941 -3.6510 -1.219 1.710 -0.004 -0.20
C -6.7204 -0.3228 -3.9033 1.095 1.436 -1.403 -0.27
C -6.1507 -1.0359 -5.1039 -0.117 -1.885 -0.136 -0.11
C -6.5546 2.0073 -3.1123 1.210 -2.035 1.242 -0.18
C -7.1458 1.6204 -1.7257 -1.090 0.455 -0.415 -0.09
H -2.9236 1.0390 -1.7134 -0.106 -0.311 0.109 0.03
H -3.9531 2.3667 -2.0790 -0.389 -0.074 -0.071 0.05
H -2.8903 1.7013 -3.2906 -0.323 -0.139 -0.442 0.06
H -4.1490 -0.4935 -3.2988 -0.183 0.034 -0.456 0.10
H -5.0458 -0.0552 -1.9063 -0.027 -0.126 0.511 0.09
H -6.9093 -0.9357 -3.0219 0.047 -0.288 0.011 0.11
H -7.6622 0.0608 -4.2956 -0.177 0.380 0.582 0.11
H -5.3270 -1.7100 -4.8690 0.133 -0.006 0.170 0.06
H -6.9456 -1.6819 -5.4767 0.066 -0.196 -0.395 0.07
H -5.7905 -0.3994 -5.9121 -0.353 0.340 0.295 0.08
H -7.2810 2.2486 -3.8883 -0.192 -0.004 0.357 0.11
H -5.9130 2.8744 -2.9556 0.259 -0.166 -0.401 0.09
H -6.4671 1.2054 -0.9805 0.440 0.128 -0.398 0.06
H -7.9344 0.8787 -1.8523 -0.034 -0.108 -0.042 0.06
H -7.6352 2.4574 -1.2277 0.021 0.234 -0.110 0.07
C 0.9397 -1.2633 2.2548 -1.074 1.090 -0.546 -0.06
C 0.5646 -1.2002 0.7699 -0.595 0.252 0.005 -0.24
N 0.3721 0.1463 0.2329 1.749 1.085 -0.241 -0.19
C -0.3462 1.1323 1.0636 -0.890 -0.528 -1.165 -0.21
C -1.8725 0.8041 1.3366 1.383 0.141 -0.911 -0.04
C 0.1700 0.1852 -1.2589 -0.218 0.098 1.288 -0.22
C 0.3521 1.5550 -1.9082 0.413 0.817 1.197 -0.09
H 1.7917 -0.6025 2.4147 0.337 -0.362 0.152 0.05
H 1.0700 -2.2837 2.6153 0.204 0.115 -0.117 0.07
H 0.1134 -0.8015 2.7952 0.019 -0.223 0.428 0.05
H 1.3652 -1.7428 0.2670 -0.130 0.163 -0.691 0.11
H -0.4053 -1.6509 0.5593 -0.006 -1.194 0.317 0.08
H 0.1177 1.3165 2.0326 0.306 -0.439 0.025 0.10
H -0.1845 2.0725 0.5363 -0.449 0.182 0.019 0.08
H -2.4444 0.5205 0.4531 0.287 0.043 -0.407 0.05
H -1.8598 -0.0979 1.9483 -0.510 0.406 0.609 0.06
H -2.3669 1.7046 1.7009 -0.040 -0.433 0.763 0.05
H -0.8395 -0.1724 -1.4615 -0.236 -0.299 -0.398 0.09
H 0.8852 -0.5041 -1.7077 -0.030 -0.216 0.168 0.10
H 1.1971 2.0714 -1.4527 0.492 -0.201 0.101 0.04
H -0.4409 2.2472 -1.6251 -0.477 -0.147 -0.491 0.06
H 0.5600 1.5933 -2.9775 -0.447 -0.442 -0.012 0.07
C -2.4317 4.3219 0.8749 -0.700 1.435 -0.374 -0.05
N -2.2200 5.6573 0.2077 0.008 -0.646 3.418 -0.19
C -2.0618 5.6359 -1.1988 0.207 0.189 -0.401 -0.08
C -2.4774 6.7984 0.9843 0.907 -1.668 -2.208 -0.33
O -2.3225 7.8953 0.5117 -0.356 0.732 0.534 0.03
H -3.4882 4.0847 0.7498 -0.162 -0.378 0.110 0.09
H -2.2248 4.4064 1.9417 0.050 0.011 -0.026 0.08
H -1.8667 3.4765 0.4823 0.346 0.531 -0.349 0.05
H -1.1948 5.0195 -1.4363 -0.144 -0.408 -0.277 0.08
H -3.0023 5.2305 -1.5718 0.153 -0.145 -0.857 0.09
H -1.8290 6.6043 -1.6418 -0.350 0.172 0.344 0.09
H -2.7964 6.5401 2.0059 0.086 0.232 0.038 0.14
C 0.6542 0.9688 5.1430 1.445 -1.997 0.893 -0.11
N 0.0266 2.1803 4.9479 1.851 2.932 -1.071 -0.18
C 0.9998 3.2984 4.5616 -1.743 -0.270 0.810 0.02
C -1.2615 2.3358 5.1947 -0.930 1.029 -0.813 -0.36
O -1.8742 3.3779 5.0145 -0.192 -0.277 0.363 -0.01
H 1.3402 0.9831 5.9899 0.181 0.176 0.359 0.09
H 1.3071 0.7390 4.3010 -0.314 -0.487 -0.236 0.07
H -0.0764 0.2024 5.4016 0.102 -0.270 -0.489 0.10
H 1.7430 2.9123 3.8640 -0.058 -0.027 0.144 0.08
H 0.4903 4.1766 4.1651 -0.393 -0.508 -0.377 0.06
H 1.4347 3.7140 5.4706 0.453 -0.473 0.117 0.09
H -1.7152 1.3742 5.4803 -0.341 0.123 0.205 0.14
C 0.6566 -5.3795 2.9391 -0.433 -0.294 0.817 -0.05
N -0.1076 -5.1754 4.1952 0.484 -0.784 -1.916 -0.19
C 0.6163 -5.5316 5.4242 -1.263 0.836 -0.740 -0.03
C -1.3076 -4.5406 4.1261 -0.036 1.459 3.400 -0.30
O -1.8481 -4.0130 5.1432 0.867 -1.591 -2.755 -0.05
H 1.0105 -6.4103 2.9221 -0.066 -0.104 -0.215 0.08
H 1.5463 -4.7506 2.9078 0.043 0.256 0.097 0.07
H 0.0393 -5.1737 2.0647 -0.087 -0.041 0.097 0.05
H 1.2660 -4.6738 5.5976 0.129 -0.221 0.876 0.08
H -0.1762 -5.7091 6.1512 0.471 0.406 0.480 0.09
H 1.1979 -6.4469 5.3151 -0.046 0.083 -0.356 0.09
H -1.7014 -4.4768 3.0999 -0.044 0.039 0.163 0.11
C 0.4511 4.1533 -5.2193 -0.535 -1.243 -0.542 -0.09
N -0.0645 5.3996 -4.7503 0.426 1.160 0.224 -0.18
C -1.5025 5.7033 -4.9513 0.381 -0.159 1.019 -0.03
C 0.7739 6.2301 -4.0373 -2.362 1.838 0.015 -0.30
O 0.3978 7.3466 -3.6390 1.159 -2.021 -0.406 -0.02
H 0.1403 3.9347 -6.2409 -0.087 0.299 -0.209 0.09
H 0.0332 3.3285 -4.6421 0.069 -0.228 0.250 0.07
H 1.5362 4.0501 -5.2324 -0.017 0.473 0.352 0.09
H -1.8435 6.4699 -4.2555 0.537 0.187 -0.015 0.08
H -1.8097 6.0341 -5.9434 0.471 -0.238 -0.188 0.09
H -2.0716 4.8263 -4.6430 -0.015 -0.279 -0.365 0.08
H 1.7662 5.7924 -3.8477 -0.053 0.178 -0.099 0.12
C 4.2986 0.6876 -1.3653 1.184 0.655 0.479 -0.04
N 4.6560 1.0097 0.0484 0.281 -0.597 -1.449 -0.15
C 6.1115 0.9914 0.3859 -1.357 -0.104 0.134 -0.03
C 3.6427 1.2233 0.9243 0.154 -1.622 -0.167 -0.37
O 3.7535 1.3043 2.1250 0.294 0.684 0.942 0.00
H 3.2308 0.7562 -1.5731 0.110 0.182 0.273 0.06
H 4.6643 -0.2750 -1.7227 -0.112 -0.442 0.612 0.08
H 4.8752 1.3727 -1.9870 -0.378 0.400 -0.257 0.08
H 6.6195 1.7952 -0.1468 0.010 0.141 0.236 0.08
H 6.2005 1.0551 1.4704 0.018 0.383 -0.123 0.08
H 6.5873 0.0532 0.1004 -0.280 -0.155 -0.216 0.08
H 2.6470 1.0673 0.4811 -0.059 0.470 -0.355 0.11
```
Positions in Å, forces in eV/Å.

[3]
3 unconnected molecules or ions with the total composition H7O3 at a distorted geometry, computed with wB97M-V/def2-TZVPD.

Summary:
Frontier orbital gap = 13.4 eV
Total energy = -6248.726 eV
Lowest unoccupied orbital energy = -0.137 hartree
Energy above the lowest of the compared OMol25 structures with the same formula, charge and spin = 67.0 kJ/mol
Charge = +1

```
10
Properties=species:S:1:pos:R:3:forces:R:3:nbo_charge:R:1
O 0.1235 -0.9550 2.0054 0.361 0.293 1.631 -0.98
H -0.3565 -1.6310 2.5513 0.810 0.941 -0.683 0.54
H 0.5734 -0.2937 2.6099 -1.015 -1.410 -0.618 0.51
O -0.8780 0.8424 -1.9193 -2.269 -2.316 1.111 -0.91
H -0.5506 1.1293 -2.7334 1.156 1.193 -2.120 0.51
H -1.4753 0.0732 -2.2087 1.076 1.458 1.004 0.53
O 0.6088 0.1305 -0.1256 2.876 1.642 -0.171 -0.86
H -0.0082 0.6109 -0.8294 -0.754 -0.929 -0.258 0.55
H 0.5338 -0.5646 0.5900 -1.308 -0.298 0.504 0.57
H 1.4292 0.6579 0.0598 -0.931 -0.574 -0.400 0.54
```
Positions in Å, forces in eV/Å.

[4]
A molecular structure, C11H26N8PS2Tb at a distorted geometry, computed with wB97M-V/def2-TZVPD.

Summary:
⟨S²⟩ = 12.72
Frontier orbital gap (alpha / beta) = 7.2 / 3.6 eV
Total energy = -77100.664 eV
Lowest unoccupied orbital energy (alpha / beta) = -0.429 / -0.593 hartree
Energy above the lowest of the compared OMol25 structures with the same formula, charge and spin = 488.5 kJ/mol
Multiplicity = 7
Charge = +4

```
49
Properties=species:S:1:pos:R:3:forces:R:3:mulliken_spin:R:1
Tb -0.6828 -0.4995 0.9523 -0.238 -0.323 1.693 5.16
N -1.4948 1.4734 2.9673 -0.208 0.163 0.129 -0.06
N -2.7324 2.1259 2.7058 -0.177 0.381 0.321 0.00
C -3.4399 2.0066 1.5663 0.774 -0.249 -0.119 -0.01
N -4.5132 2.7398 1.3824 -0.365 0.278 0.144 0.00
S -2.9720 0.9386 0.2964 -0.013 0.006 -0.281 -0.06
H -1.5907 0.9768 3.8676 -0.089 0.266 -0.474 0.01
H -0.7909 2.2103 3.1389 -0.377 -0.388 -0.182 0.00
H -3.0458 2.8079 3.3972 0.120 -0.258 -0.119 0.00
H -4.8689 3.4139 2.0525 0.105 -0.132 0.049 0.00
H -5.0665 2.6301 0.5387 0.191 -0.093 0.173 0.00
C 2.0998 0.2835 -4.4734 1.412 0.020 -0.467 -0.02
N 2.1016 1.5034 -3.5443 -0.179 -0.010 -0.428 0.07
C 1.0484 2.4938 -4.0582 0.777 1.127 -0.280 -0.02
N -0.2040 1.8497 -4.1600 0.419 -1.249 0.486 0.36
C -0.1526 0.7202 -5.0744 -1.169 -0.120 -2.037 -0.01
N 0.7945 -0.2501 -4.5509 -0.653 0.878 0.979 0.40
C 0.3451 -0.9474 -3.3869 -0.462 -0.351 -0.047 0.01
P 0.1416 0.2703 -1.9459 0.707 0.386 -0.451 0.11
C 1.8219 1.1053 -2.1471 -0.435 -0.388 0.819 0.00
C -0.8459 1.5594 -2.9122 -0.518 -0.191 -0.006 0.01
H 2.8082 -0.4526 -4.0804 -0.070 0.149 -0.013 0.01
H 2.4382 0.6121 -5.4611 -0.022 0.059 0.124 0.00
H 3.0257 1.9498 -3.5866 0.077 0.042 -0.072 -0.01
H 1.3765 2.8515 -5.0392 0.053 -0.090 0.095 0.00
H 1.0056 3.3419 -3.3677 0.070 -0.145 -0.062 0.01
H 0.1727 1.0578 -6.0619 -0.013 -0.029 0.094 0.00
H -1.1405 0.2700 -5.1735 0.067 0.015 0.016 0.00
H 1.0607 -1.7309 -3.1109 -0.016 0.127 0.132 0.02
H -0.6223 -1.4189 -3.5913 0.097 0.035 0.066 0.01
H 2.6062 0.4162 -1.8101 -0.078 0.164 -0.025 0.00
H 1.8518 1.9997 -1.5132 0.092 -0.137 -0.102 0.01
H -0.9397 2.4733 -2.3147 0.062 -0.144 0.091 0.02
H -1.8512 1.1678 -3.1009 0.084 0.054 0.104 0.00
S 1.5777 -2.1789 1.0297 0.152 -0.191 -0.232 -0.03
C 1.1685 -2.6654 2.6263 -0.261 0.195 -0.663 0.06
N 2.0590 -3.1028 3.4658 0.051 0.134 -0.418 0.00
C 1.7854 -3.3181 4.8734 -0.291 -0.114 0.867 0.00
C 0.6949 -2.3342 5.2808 0.012 -0.198 -0.013 0.00
C -0.5418 -2.6038 4.4406 0.039 0.210 0.248 0.02
N -0.2016 -2.5011 2.9776 0.188 -0.620 0.271 -0.09
H 3.0174 -3.2310 3.1470 -0.209 0.188 -0.146 0.00
H 2.7096 -3.1647 5.4332 -0.086 0.027 -0.120 0.00
H 1.4643 -4.3517 5.0424 0.069 0.086 -0.042 0.00
H 1.0487 -1.3084 5.1316 0.025 -0.059 0.095 0.00
H 0.4670 -2.4692 6.3359 -0.077 0.071 0.017 0.00
H -1.3318 -1.8760 4.6397 0.068 -0.109 0.024 -0.01
H -0.9358 -3.5953 4.6761 0.011 0.048 -0.158 0.00
H -0.7260 -3.2490 2.4992 0.284 0.477 -0.079 -0.01
```
Positions in Å, forces in eV/Å.